No. 1
The following is a quantum chemistry calculation of a structure of composition C23H13Cl2N7O3Sm at a distorted geometry, from the OMol25 dataset.

Each line ends with the Mulliken charge.
Positions of all 49 atoms, in Å:
Sm  0.48  0.35  0.56  0.444
Cl  -3.44  0.40  -5.53  -0.245
C  -3.01  0.40  -3.85  0.055
C  -1.68  0.32  -3.50  -0.936
C  -1.27  0.31  -2.16  0.131
N  0.08  0.23  -1.76  0.140
C  1.09  0.22  -2.64  0.567
O  1.09  0.27  -3.87  -0.802
C  2.47  0.20  -1.97  0.358
C  3.58  0.42  -2.77  -0.623
C  4.83  0.45  -2.19  -0.339
C  4.94  0.23  -0.82  -0.899
C  3.78  0.00  -0.10  -0.011
N  2.57  -0.02  -0.66  -0.013
C  -2.27  0.41  -1.14  0.220
C  -3.61  0.49  -1.53  -1.043
C  -3.98  0.49  -2.87  0.084
Cl  -5.66  0.59  -3.27  -0.250
N  -1.85  0.43  0.20  0.147
C  -2.71  0.51  1.22  0.520
O  -3.94  0.60  1.23  -0.800
C  -2.05  0.49  2.60  0.521
C  -2.87  0.46  3.72  -0.756
C  -2.30  0.42  4.98  -0.282
C  -0.92  0.44  5.09  -0.911
C  -0.17  0.48  3.93  -0.012
N  -0.71  0.50  2.71  -0.026
H  -0.94  0.25  -4.27  0.769
H  3.42  0.57  -3.83  0.486
H  5.72  0.63  -2.79  0.414
H  5.90  0.25  -0.32  0.387
H  3.82  -0.19  0.96  0.438
H  -4.37  0.57  -0.78  0.780
H  -3.94  0.45  3.56  0.486
H  -2.92  0.38  5.86  0.422
H  -0.43  0.41  6.05  0.376
H  0.91  0.51  3.96  0.447
C  1.21  3.12  0.04  -0.546
O  1.34  2.16  1.03  -0.543
H  0.79  4.05  0.44  0.270
H  0.52  2.80  -0.78  0.190
H  2.17  3.37  -0.43  0.184
N  0.98  -1.76  1.47  -0.502
C  0.80  -2.86  1.15  0.497
C  0.61  -4.18  0.82  -0.006
C  1.67  -4.93  0.24  0.118
N  2.52  -5.55  -0.22  -0.498
C  -0.63  -4.81  1.05  0.077
N  -1.64  -5.34  1.23  -0.486

Results
Gap between HOMO and LUMO (spin up / spin down) = 7.18 / 7.20 eV
Energy above the lowest of the compared OMol25 structures with the same formula, charge and spin = 69.0 kJ/mol
Spin multiplicity = 6
Expectation value of S² = 8.758
E_HOMO (spin up / spin down) = -5.1 / -5.1 eV
Net charge = -1

---

No. 2
The following is a quantum chemistry calculation of a cluster of 5 separate species, CH11O4S in total at a distorted geometry, from the OMol25 dataset.

Each line ends with the Mulliken charge.
Positions of all 17 atoms, in Å:
C  1.21  -0.52  -1.40  -0.848
S  -0.34  0.45  -1.16  -0.631
H  2.08  -0.31  -0.90  0.408
H  0.77  -1.55  -0.88  0.097
H  1.37  -0.66  -2.49  0.242
H  -1.44  -2.87  0.04  0.290
H  -1.33  -1.68  -1.11  0.306
O  -1.62  -2.60  -0.85  -0.667
H  0.63  1.80  -0.01  0.286
H  0.99  2.72  1.40  0.248
O  0.30  2.28  0.92  -0.726
H  1.01  -0.78  1.05  0.340
H  0.88  0.65  1.44  0.402
O  1.51  -0.13  1.59  -0.721
H  -1.45  1.21  1.29  0.374
H  -2.22  0.80  0.13  0.267
O  -2.36  1.18  0.93  -0.668

Results
Gap between HOMO and LUMO = 7.43 eV
Energy above the lowest of the compared OMol25 structures with the same formula, charge and spin = 165.1 kJ/mol
E_HOMO = -3.7 eV
Net charge = -1

---

No. 3
The following is a quantum chemistry calculation of the molecule C6H11NO at a distorted geometry, from the OMol25 dataset.

Each line ends with the Mulliken charge.
Positions of all 19 atoms, in Å:
C  1.95  -0.31  0.29  -1.086
N  0.59  -0.50  -0.23  0.069
C  0.38  -1.88  -0.65  -1.014
C  -0.42  0.02  0.72  -0.183
C  -1.86  0.19  0.37  -0.888
C  -0.97  1.40  0.42  0.165
C  -0.59  2.08  -0.84  -0.190
O  0.05  3.13  -0.82  -0.511
H  2.69  -0.46  -0.50  0.338
H  2.08  0.71  0.66  0.317
H  2.17  -1.00  1.11  0.384
H  0.50  -2.59  0.17  0.343
H  1.09  -2.14  -1.44  0.333
H  -0.62  -2.00  -1.08  0.304
H  -0.23  -0.23  1.77  0.348
H  -2.22  -0.17  -0.59  0.271
H  -2.60  0.08  1.16  0.253
H  -1.08  2.07  1.27  0.424
H  -0.91  1.60  -1.78  0.323

Results
Gap between HOMO and LUMO = 9.87 eV
Energy above the lowest of the compared OMol25 structures with the same formula, charge and spin = 204.1 kJ/mol
SMILES string = CN(C)[C@@H]1C[C@@H]1C=O
E_HOMO = -8.9 eV